Entry 1:
The following is a quantum chemistry calculation of a molecular structure, C24H38BF4GeN3Si3V, from OMol25.

The geometry in ORCA input format:
```
! wB97M-V def2-TZVPD RIJCOSX def2/J DEFGRID3
* xyz 1 3
V 0.61810 -1.54365 -0.44555
C -1.86874 -4.09090 2.12008
C -3.08642 -4.03566 1.47002
C -3.20944 -3.29333 0.29917
C -2.11166 -2.59616 -0.16105
N -0.92319 -2.64536 0.48877
C -0.79740 -3.38883 1.58599
C -2.10012 -1.85963 -1.45967
C -3.16849 -1.71114 -2.33224
C -2.93716 -1.08142 -3.54795
C -1.66338 -0.65459 -3.89921
C -0.63713 -0.83391 -2.98269
N -0.90496 -1.37656 -1.79508
C 0.81169 -0.55465 -3.20979
C 1.31893 -0.14809 -4.42767
C 2.69814 -0.02863 -4.56775
C 3.52400 -0.34798 -3.50723
C 2.94732 -0.77313 -2.31900
N 1.62716 -0.85586 -2.17272
H -1.72831 -4.67518 3.01735
H -3.93876 -4.58057 1.85236
H -4.14674 -3.26881 -0.23637
H 0.18844 -3.41902 2.03219
H -4.15355 -2.07557 -2.08203
H -3.75527 -0.94516 -4.24177
H -1.48274 -0.20060 -4.86203
H 0.66462 0.06754 -5.25904
H 3.11674 0.29519 -5.51092
H 4.59950 -0.28814 -3.58487
H 3.54316 -1.05990 -1.46152
C 2.09912 3.62201 1.33863
Si 2.14502 2.05003 0.31154
C 2.22812 2.62955 -1.48712
C 3.72128 1.13787 0.78535
Ge 0.19163 0.70166 0.65795
Si -0.09198 0.26838 2.99949
C 1.19463 -0.90141 3.71554
C -1.82959 -0.42020 3.28516
C 0.04522 1.84799 4.00749
Si -1.68466 2.01842 -0.01182
C -1.92828 3.55345 1.04083
C -1.47421 2.60197 -1.79474
C -3.30334 1.05524 0.12582
H 3.00580 4.19419 1.12149
H 2.08016 3.42980 2.41034
H 1.24853 4.25873 1.09388
H 3.24905 2.92170 -1.74439
H 1.60220 3.51769 -1.60131
H 1.88603 1.90694 -2.22854
H 4.59034 1.66890 0.38911
H 3.77647 0.09815 0.46616
H 3.81841 1.13150 1.87418
H 1.35852 -1.82931 3.17099
H 0.91426 -1.15057 4.74228
H 2.16269 -0.39598 3.75774
H -2.18710 -1.09568 2.50486
H -2.53887 0.41000 3.33408
H -1.88431 -0.94616 4.24101
H 1.06605 2.23027 4.02092
H -0.22940 1.62037 5.04140
H -0.60974 2.64689 3.65959
H -1.06384 4.21760 1.03693
H -2.15251 3.30558 2.07948
H -2.77972 4.11679 0.64999
H -0.71540 3.38559 -1.84582
H -2.40991 3.02684 -2.16648
H -1.16689 1.81491 -2.48425
H -3.57185 0.91960 1.17528
H -3.28149 0.06576 -0.33052
H -4.10887 1.62163 -0.34858
F 2.18792 -1.79580 0.83000
B 2.79390 -3.14331 0.45806
F 1.98142 -3.42388 -0.69434
F 4.08748 -2.92836 0.13612
F 2.53333 -3.99565 1.47642
*
```

Results
Gap between HOMO and LUMO (spin up / spin down) (eV): 6.768 / 6.257
Calculated total energy (Eh): -5415.53361
Molar mass (g/mol): 663.2
<S²>: 2.092



Entry 2:
The following is a quantum chemistry calculation of a molecular structure, C40H24Cl9N2O2P2S2W, from OMol25.

The geometry in ORCA input format:
```
! wB97M-V def2-TZVPD RIJCOSX def2/J DEFGRID3
* xyz 1 1
W 0.24864 -0.16437 -0.16882
S -1.02788 -1.15923 2.04366
P -2.28072 0.18557 1.20041
C -1.28194 1.28783 0.24915
P -0.24078 2.24005 1.32086
S 1.42152 1.08693 1.70945
C 0.19710 3.71298 0.35613
C 1.41712 4.35836 0.52637
C 1.68882 5.51259 -0.19128
C 0.74621 6.02314 -1.07313
C -0.47746 5.38658 -1.23426
C -0.75558 4.23234 -0.51902
C -0.81658 2.85121 2.92282
C -1.25056 4.17052 3.02896
C -1.67270 4.65163 4.25751
C -1.66964 3.82022 5.36697
C -1.23211 2.50667 5.25752
C -0.79777 2.01661 4.03809
C -3.51499 -0.49184 0.06025
C -4.20423 -1.65549 0.37287
C -5.31820 -2.00984 -0.37215
C -5.72228 -1.22793 -1.44319
C -5.02972 -0.06702 -1.76027
C -3.94255 0.31673 -0.99190
C -3.35165 0.88534 2.48241
C -3.95570 2.12226 2.28440
C -4.77489 2.64681 3.27085
C -5.00120 1.92724 4.43651
C -4.42234 0.67969 4.61736
C -3.58703 0.15795 3.64282
H 2.14654 3.94788 1.21585
H 2.63812 6.01639 -0.06407
H 0.96402 6.92145 -1.63613
H -1.21676 5.79029 -1.91396
H -1.70382 3.72236 -0.64026
H -1.24129 4.81403 2.15852
H -1.99746 5.67967 4.34980
H -2.00345 4.19734 6.32490
H -1.22025 1.86290 6.12724
H -0.43674 1.00034 3.95366
H -3.87859 -2.27270 1.20295
H -5.87093 -2.90489 -0.11749
H -6.58727 -1.51800 -2.02525
H -5.34630 0.54891 -2.59197
H -3.42979 1.24974 -1.18744
H -3.77953 2.67033 1.36487
H -5.24411 3.61204 3.13220
H -5.63122 2.34305 5.21231
H -4.61506 0.11336 5.51917
H -3.11125 -0.80602 3.77866
Cl -1.03415 0.71329 -2.70652
C 0.38690 1.69967 -2.54649
C 1.21345 1.37191 -1.47034
C 2.46952 1.99004 -1.50986
Cl 3.75476 1.41366 -0.50578
C 2.78008 3.00084 -2.41879
Cl 4.29755 3.78955 -2.35127
C 1.85135 3.37470 -3.38721
Cl 2.18582 4.65419 -4.46662
C 0.65592 2.66632 -3.49561
Cl -0.44459 2.97998 -4.76623
Cl -1.49128 -6.63364 -0.62889
C -0.64133 -5.18329 -0.29858
C 0.56997 -5.22337 0.38969
Cl 1.22952 -6.72331 0.88613
C 1.26673 -4.04017 0.64855
Cl 2.79101 -4.03883 1.43819
C 0.72855 -2.83431 0.25061
O 1.30229 -1.63417 0.46060
C -0.48143 -2.79119 -0.46294
O -0.85276 -1.53290 -0.83676
C -1.15465 -3.96169 -0.75521
Cl -2.53403 -3.92632 -1.77154
N 2.97289 -2.55293 -2.74615
C 1.86050 -2.78939 -3.51532
C 0.91659 -1.92014 -3.07159
N 1.44488 -1.15645 -2.05062
C 2.68548 -1.57992 -1.87395
H 3.84728 -3.04743 -2.80464
H 1.82692 -3.53257 -4.29146
H -0.09239 -1.78284 -3.41850
H 3.38032 -1.18858 -1.15139
*
```

Results
Gap between HOMO and LUMO (eV): 5.899
Calculated total energy (Eh): -7486.43651
Relative energy (zero: lowest compared OMol25 entry of this formula, charge and spin) (kcal/mol): 35.6
Molar mass (g/mol): 1193.6



Entry 3:
The following is a quantum chemistry calculation of a single C3H5N3OS molecule, from OMol25.

The geometry in ORCA input format:
```
! wB97M-V def2-TZVPD RIJCOSX def2/J DEFGRID3
* xyz 0 1
H 2.74873 -1.84651 0.15856
N 2.69351 -0.86894 -0.35484
C 1.57052 -0.45054 0.07938
N 0.24578 -1.22726 0.29462
C -0.66664 -0.25010 0.13751
S -2.33867 -0.92912 -0.15377
C -0.29798 0.92107 -0.08661
N -0.83288 2.17762 -0.00017
O 1.12820 0.92752 0.22523
H 0.32171 -1.94119 -0.67155
H -2.54363 -1.69867 1.06478
H -1.76724 2.21087 -0.28225
H -0.26142 2.97526 -0.41090
*
```

Results
Gap between HOMO and LUMO (eV): 8.684
Calculated total energy (Eh): -754.89669
Relative energy (zero: lowest compared OMol25 entry of this formula, charge and spin) (kcal/mol): 89.3
Molar mass (g/mol): 131.2
SMILES string: [H]/N=c1\[nH]c(S)c(N)o1



What is the formula in the second record?
C40H24Cl9N2O2P2S2W



Which of these has the highest calculated total energy?
C3H5N3OS



Repeat the first record exactly.
The following is a quantum chemistry calculation of a molecular structure, C24H38BF4GeN3Si3V, from OMol25.

The geometry in ORCA input format:
```
! wB97M-V def2-TZVPD RIJCOSX def2/J DEFGRID3
* xyz 1 3
V 0.61810 -1.54365 -0.44555
C -1.86874 -4.09090 2.12008
C -3.08642 -4.03566 1.47002
C -3.20944 -3.29333 0.29917
C -2.11166 -2.59616 -0.16105
N -0.92319 -2.64536 0.48877
C -0.79740 -3.38883 1.58599
C -2.10012 -1.85963 -1.45967
C -3.16849 -1.71114 -2.33224
C -2.93716 -1.08142 -3.54795
C -1.66338 -0.65459 -3.89921
C -0.63713 -0.83391 -2.98269
N -0.90496 -1.37656 -1.79508
C 0.81169 -0.55465 -3.20979
C 1.31893 -0.14809 -4.42767
C 2.69814 -0.02863 -4.56775
C 3.52400 -0.34798 -3.50723
C 2.94732 -0.77313 -2.31900
N 1.62716 -0.85586 -2.17272
H -1.72831 -4.67518 3.01735
H -3.93876 -4.58057 1.85236
H -4.14674 -3.26881 -0.23637
H 0.18844 -3.41902 2.03219
H -4.15355 -2.07557 -2.08203
H -3.75527 -0.94516 -4.24177
H -1.48274 -0.20060 -4.86203
H 0.66462 0.06754 -5.25904
H 3.11674 0.29519 -5.51092
H 4.59950 -0.28814 -3.58487
H 3.54316 -1.05990 -1.46152
C 2.09912 3.62201 1.33863
Si 2.14502 2.05003 0.31154
C 2.22812 2.62955 -1.48712
C 3.72128 1.13787 0.78535
Ge 0.19163 0.70166 0.65795
Si -0.09198 0.26838 2.99949
C 1.19463 -0.90141 3.71554
C -1.82959 -0.42020 3.28516
C 0.04522 1.84799 4.00749
Si -1.68466 2.01842 -0.01182
C -1.92828 3.55345 1.04083
C -1.47421 2.60197 -1.79474
C -3.30334 1.05524 0.12582
H 3.00580 4.19419 1.12149
H 2.08016 3.42980 2.41034
H 1.24853 4.25873 1.09388
H 3.24905 2.92170 -1.74439
H 1.60220 3.51769 -1.60131
H 1.88603 1.90694 -2.22854
H 4.59034 1.66890 0.38911
H 3.77647 0.09815 0.46616
H 3.81841 1.13150 1.87418
H 1.35852 -1.82931 3.17099
H 0.91426 -1.15057 4.74228
H 2.16269 -0.39598 3.75774
H -2.18710 -1.09568 2.50486
H -2.53887 0.41000 3.33408
H -1.88431 -0.94616 4.24101
H 1.06605 2.23027 4.02092
H -0.22940 1.62037 5.04140
H -0.60974 2.64689 3.65959
H -1.06384 4.21760 1.03693
H -2.15251 3.30558 2.07948
H -2.77972 4.11679 0.64999
H -0.71540 3.38559 -1.84582
H -2.40991 3.02684 -2.16648
H -1.16689 1.81491 -2.48425
H -3.57185 0.91960 1.17528
H -3.28149 0.06576 -0.33052
H -4.10887 1.62163 -0.34858
F 2.18792 -1.79580 0.83000
B 2.79390 -3.14331 0.45806
F 1.98142 -3.42388 -0.69434
F 4.08748 -2.92836 0.13612
F 2.53333 -3.99565 1.47642
*
```

Results
Gap between HOMO and LUMO (spin up / spin down) (eV): 6.768 / 6.257
Calculated total energy (Eh): -5415.53361
Molar mass (g/mol): 663.2
<S²>: 2.092